Density functional theory data (ωB97M-V/def2-TZVPD) for a cluster of 2 separate species, C2O4S in total at a distorted geometry.

Geometry as XYZ:
```
7
Properties=species:S:1:pos:R:3:forces:R:3:lowdin_charge:R:1
O 0.58433 1.22926 -1.48225 -0.2 0.0 0.3 -0.526
S 1.83103 0.55094 -1.16451 0.5 0.5 -0.7 0.955
C 1.53514 -0.91045 0.05748 0.6 0.0 1.1 -0.212
O 2.07677 -0.01617 0.69960 -0.7 -0.6 -0.7 -0.196
O -1.24595 -1.13565 0.74594 0.3 -0.8 0.4 0.179
C -2.03190 -0.29669 0.65407 0.9 -0.2 -0.5 -0.428
O -2.74942 0.57876 0.48967 -1.3 1.1 0.1 0.226
```
Positions in Å, forces in eV/Å.

Summary:
LUMO	-0.9	eV
total charge	0
structure (SMILES)	O=S1#CO1.O=C=O
ΔE to the lowest compared entry with this formula, charge and spin	34.57	kcal per mole
gap between HOMO and LUMO	8.40	eV


Density functional theory data (ωB97M-V/def2-TZVPD) for a cluster of 2 separate species, C3H6NOS in total at a distorted geometry.

Geometry as XYZ:
```
12
Properties=species:S:1:pos:R:3:forces:R:3:lowdin_charge:R:1
C 2.78258 0.33619 -0.75530 0.2 0.8 0.4 -0.078
C 1.70920 0.51524 -0.02436 -3.4 -1.9 1.0 -0.172
C 0.48084 -0.46812 0.22415 2.7 1.0 -1.4 -0.206
N -0.48215 -0.03672 0.94033 0.3 1.8 0.7 -0.210
O -1.58874 -0.66937 1.10664 0.2 -1.3 0.1 -0.348
S -3.87895 0.26187 -0.34511 -0.8 1.4 -2.4 0.436
H 3.53356 1.07644 -0.91933 0.3 0.6 0.1 0.024
H 2.99106 -0.59542 -1.12121 0.5 -2.3 -1.3 0.001
H 1.55259 1.44967 0.44603 -0.3 0.9 0.5 0.057
H 0.42696 -1.39653 -0.36712 0.0 0.1 0.2 0.084
H -2.84632 -0.26679 0.28358 1.7 -0.4 0.8 -0.289
H -4.68063 -0.20646 0.53171 -1.4 -0.6 1.3 -0.299
```
Positions in Å, forces in eV/Å.

Summary:
LUMO	3.9	eV
total charge	-1
ΔE to the lowest compared entry with this formula, charge and spin	93.85	kcal per mole
gap between HOMO and LUMO	7.01	eV


Density functional theory data (ωB97M-V/def2-TZVPD) for a cluster of 2 separate species, C22H46ClFN4O5S in total.

Geometry as XYZ:
```
80
Properties=species:S:1:pos:R:3:forces:R:3:lowdin_charge:R:1
C 8.22251 -1.33488 0.22714 0.0 0.3 -0.1 -0.122
C 6.80494 -1.85420 -0.02569 0.2 0.0 0.0 -0.280
C 5.81427 -0.76464 -0.41868 -0.1 0.0 0.1 -0.229
C 5.75995 0.37145 0.61944 0.1 0.0 0.1 -0.216
C 4.34804 0.69420 1.08862 -0.1 -0.1 0.0 -0.225
C 3.43187 1.24210 0.00292 0.1 0.0 0.0 -0.226
C 2.01345 1.49690 0.50238 -0.1 -0.2 0.1 -0.211
C 0.95795 1.47729 -0.60465 0.1 0.2 0.0 -0.206
C -0.29370 2.26996 -0.22630 0.0 -0.1 0.0 -0.132
C -1.55180 1.98699 -1.06248 0.0 0.0 0.1 -0.413
C -1.17246 2.03150 -2.57985 -0.2 0.0 0.0 -0.209
N -0.78372 0.80118 -3.23415 0.1 0.1 -0.2 0.035
C -2.62269 3.09938 -0.90484 0.0 0.0 0.1 -0.066
C -3.11205 3.67746 0.44432 0.1 0.0 -0.1 -0.332
C -4.51264 3.27091 0.88938 -0.1 0.1 0.0 -0.042
F -2.22817 3.39073 1.49857 -0.1 0.1 0.0 -0.043
O -2.11540 0.67867 -0.87501 0.1 -0.1 0.0 -0.094
C -2.33839 0.16093 0.43264 0.0 -0.1 0.1 -0.255
C -1.16839 -0.70589 0.93135 -0.1 0.0 0.0 -0.185
N -0.55393 -1.52106 -0.10843 0.0 0.1 -0.1 0.043
C -3.68369 -0.60004 0.42450 0.1 -0.1 -0.2 -0.283
C -3.67775 -2.02049 -0.16047 -0.2 0.0 -0.1 -0.160
C -3.53313 -2.07658 -1.68510 -0.1 -0.1 0.1 -0.278
C -2.98549 -3.39840 -2.18494 0.1 0.1 0.0 -0.578
Cl -4.19613 -4.71146 -2.01270 0.0 -0.1 0.0 0.538
N -4.68297 0.26110 -0.19900 0.0 0.1 0.1 -0.031
C -6.06645 -0.11689 -0.00645 0.0 -0.1 -0.2 -0.212
C -6.50046 0.08033 1.41914 0.1 0.0 0.0 -0.242
N -7.64997 -0.26771 1.80262 -0.2 -0.1 0.2 0.083
H 8.46797 -0.48091 -0.42566 0.1 -0.1 -0.1 0.053
H 8.33690 -1.00115 1.25960 0.0 -0.1 0.0 0.067
H 8.95576 -2.12294 0.05876 0.0 0.0 0.1 0.061
H 6.46032 -2.32107 0.90564 0.0 -0.1 -0.2 0.053
H 6.85439 -2.61745 -0.80666 -0.2 -0.1 0.0 0.099
H 4.81869 -1.22294 -0.46943 0.0 0.0 -0.1 0.100
H 6.02417 -0.37359 -1.42536 0.0 0.1 0.0 0.093
H 6.32605 0.05722 1.49814 0.0 0.0 0.0 0.105
H 6.24259 1.27984 0.23532 0.0 0.0 0.0 0.101
H 4.37525 1.40250 1.92549 0.0 0.0 0.0 0.110
H 3.92054 -0.23419 1.48183 0.0 0.0 0.1 0.125
H 3.85931 2.17180 -0.39527 0.0 0.0 -0.1 0.113
H 3.39086 0.52732 -0.82606 0.0 0.0 0.0 0.108
H 1.95650 2.43404 1.06897 0.1 0.0 -0.1 0.115
H 1.77932 0.69869 1.21602 -0.1 0.1 0.1 0.109
H 1.40447 1.88585 -1.51843 -0.1 0.0 0.0 0.114
H 0.70225 0.43562 -0.79559 0.0 -0.1 -0.1 0.084
H -0.07832 3.33796 -0.34683 0.0 0.0 0.1 0.133
H -0.49648 2.14145 0.83488 -0.1 -0.1 0.0 0.101
H -0.36598 2.75970 -2.69376 0.0 0.0 0.0 0.117
H -2.02707 2.43362 -3.13149 0.0 -0.1 -0.1 0.111
H -1.58430 0.21257 -3.41532 0.1 -0.1 0.2 0.055
H -0.09577 0.28098 -2.70528 -0.1 0.0 0.0 0.058
H -3.50586 2.75952 -1.45137 0.0 0.0 0.0 0.111
H -2.21640 3.93883 -1.47608 0.0 0.0 0.0 0.117
H -3.08567 4.76596 0.35061 0.1 0.0 0.0 0.130
H -4.43710 2.58036 1.72692 0.0 -0.1 0.0 0.068
H -5.07797 4.14226 1.22349 0.0 0.0 0.1 0.073
H -5.06579 2.77372 0.09684 0.0 0.0 0.0 0.058
H -2.45983 0.98419 1.14355 0.0 0.0 -0.1 0.139
H -1.55406 -1.33065 1.74574 0.0 0.0 0.0 0.123
H -0.41517 -0.05851 1.38523 0.0 0.0 -0.1 0.097
H -0.40733 -2.48475 0.15205 0.0 0.1 0.0 0.083
H -1.03413 -1.44563 -0.99194 0.0 0.0 0.0 0.045
H -3.95668 -0.70483 1.48046 0.0 0.0 0.0 0.141
H -2.91235 -2.63168 0.31904 0.1 0.1 0.0 0.108
H -4.62892 -2.49083 0.10436 0.0 -0.1 0.0 0.101
H -4.51335 -1.93397 -2.14906 0.1 0.2 -0.1 0.104
H -2.87692 -1.27671 -2.03847 0.0 0.0 0.0 0.090
H -2.11278 -3.71166 -1.61742 0.0 0.0 0.0 0.066
H -2.71139 -3.35519 -3.23626 -0.1 0.0 0.0 0.071
H -4.45657 0.39798 -1.17489 0.0 0.0 0.0 0.110
H -6.31647 -1.14673 -0.30292 0.0 0.0 0.0 0.112
H -6.69234 0.53531 -0.62113 0.0 0.0 0.0 0.122
H -5.76224 0.55030 2.07718 0.0 0.1 0.0 0.106
H -7.78554 -0.04543 2.78788 0.0 0.0 0.0 0.042
O 6.13279 -2.59693 2.86297 0.0 0.0 0.1 -0.504
S 6.56855 -4.03357 2.99576 0.0 0.0 0.0 0.175
O 7.51493 -4.16251 4.13712 0.0 0.0 0.0 -0.503
O 7.24600 -4.43170 1.72302 0.0 0.0 0.1 -0.491
O 5.37153 -4.89084 3.22352 0.0 0.1 0.0 -0.506
```
Positions in Å, forces in eV/Å.

Summary:
LUMO	2.9	eV
total charge	-2
gap between HOMO and LUMO	2.59	eV


Density functional theory data (ωB97M-V/def2-TZVPD) for the ion C4H9N2 with charge +1 at a distorted geometry.

Geometry as XYZ:
```
15
Properties=species:S:1:pos:R:3:forces:R:3:lowdin_charge:R:1
C -0.07210 0.38631 -2.03719 -1.6 -1.8 0.0 0.023
C -0.09095 0.41143 -0.56554 2.2 -0.4 1.8 -0.193
N 0.04033 1.53823 0.07710 -0.8 -0.5 0.6 0.258
C 0.07734 -0.82926 0.29311 1.3 0.6 -1.6 -0.256
C 0.37260 -0.66110 1.77340 1.7 -2.9 1.2 -0.101
N -0.92045 -0.98620 1.25815 -2.4 -0.5 1.1 0.029
H -0.75334 -0.48675 -2.43295 0.8 2.1 0.7 0.162
H 0.89683 0.07213 -2.41562 0.4 0.2 0.3 0.116
H -0.29070 1.40213 -2.31580 -0.4 0.0 -1.1 0.089
H -0.06222 2.40416 -0.41811 0.0 0.5 -0.1 0.145
H 0.09124 1.59690 1.12715 -0.1 -0.2 -1.7 0.160
H 0.41896 -1.69353 -0.29455 0.1 0.3 0.5 0.162
H 0.96544 -1.47710 2.38455 -1.1 1.4 -1.8 0.164
H 0.60134 0.28296 2.26783 -0.6 0.1 -0.3 0.093
H -1.27432 -1.96030 1.29846 0.5 0.9 0.6 0.149
```
Positions in Å, forces in eV/Å.

Summary:
LUMO	-4.7	eV
total charge	+1
structure (SMILES)	CC(=[NH2+])[C@H]1CN1
ΔE to the lowest compared entry with this formula, charge and spin	56.12	kcal per mole
gap between HOMO and LUMO	9.55	eV


Q: Which of these has the lowest LUMO?
A: C4H9N2